DFT (wB97M-V/def2-TZVPD) results for a structure of composition C38H57Br17ClNO8P2S in a non-equilibrium geometry.

Last column: Löwdin charge in e.
CARTESIAN COORDINATES (ANGSTROEM)
C  4.088954  -1.390600  5.338560  -0.094
C  3.628448  -0.050725  4.721338  -0.231
C  2.818443  -0.241044  3.415219  -0.205
C  1.353979  -0.519118  3.778710  -0.154
O  0.456604  -0.524220  2.633146  -0.072
C  0.167099  0.726811  2.187903  -0.226
C  0.881509  1.254874  1.117181  -0.159
P  2.166755  0.255730  0.302976  0.659
O  3.450702  1.021713  0.231899  -0.671
C  0.626238  2.541537  0.624302  -0.258
N  1.352369  3.067771  -0.468490  0.054
C  -0.378400  3.339137  1.190700  -0.156
P  -0.742755  5.007806  0.569549  0.237
O  -0.203739  5.234907  -0.930361  -0.237
O  -2.320864  5.210476  0.449889  -0.178
S  0.095686  6.340025  1.698791  0.310
C  -1.111231  2.792770  2.264736  -0.048
C  -0.849703  1.511865  2.758675  0.010
C  -1.743355  1.039563  3.903366  -0.259
O  -1.319376  0.458746  4.859163  0.120
C  -3.213436  1.435585  3.742281  -0.074
C  -3.441277  2.708963  3.249994  -0.077
C  -4.727890  3.175658  3.048491  0.059
C  -5.812844  2.364267  3.331892  -0.112
C  -7.182172  2.958696  3.082275  -0.135
O  -7.855071  2.163435  2.106850  -0.164
O  -9.251272  2.136872  2.341236  -0.017
C  -5.597377  1.066121  3.819809  -0.155
C  -6.771315  0.136772  4.113358  -0.132
C  -6.727055  -1.077327  3.139729  -0.315
C  -7.466126  -0.822833  1.827061  -0.583
Br  -7.022112  -2.317038  0.625222  0.617
C  -4.301449  0.607584  4.050672  -0.487
Cl  -3.995028  -0.956746  4.723718  0.810
C  -2.248714  3.544907  2.920650  -0.300
O  -2.208623  4.706845  3.193179  0.115
H  3.442210  -1.630664  6.186060  0.068
H  4.022211  -2.192451  4.603967  0.070
H  5.093881  -1.283502  5.746390  0.066
H  4.482399  0.572045  4.451039  0.104
H  2.979046  0.508243  5.399552  0.105
H  3.253624  -1.016220  2.783679  0.104
H  2.836057  0.733825  2.915870  0.098
H  1.054145  0.262893  4.478758  0.117
H  1.326003  -1.478015  4.300957  0.117
H  1.681400  0.007521  -1.002241  0.023
H  2.249029  -1.006057  0.900223  0.030
H  1.973863  2.376739  -0.877202  0.045
H  0.658777  3.240677  -1.194640  0.100
H  0.754228  5.375612  -0.846090  -0.034
H  -2.447284  6.172386  0.426299  0.084
H  -4.858020  4.173226  2.644879  0.135
H  -7.771340  3.100796  3.993167  0.139
H  -7.061199  3.955108  2.643898  0.127
H  -9.376573  1.746258  3.221144  0.088
H  -6.761877  -0.190538  5.153631  0.114
H  -7.705563  0.671559  3.953409  0.087
H  -5.711389  -1.341923  2.855424  0.044
H  -7.118438  -1.951920  3.665954  0.110
H  -8.542719  -0.744277  1.941791  0.065
H  -7.037811  0.043276  1.336732  0.048
Br  -1.191614  -4.086184  1.456494  0.622
C  -2.005296  -4.322402  3.196924  -0.705
C  -1.219145  -3.635544  4.283641  -0.699
Br  0.355916  -4.653752  4.768428  0.656
H  -2.102219  -5.389639  3.365996  0.000
H  -2.995384  -3.881142  3.099653  0.053
H  -1.806555  -3.580670  5.196671  -0.015
H  -0.884933  -2.637776  4.011900  0.029
Br  5.394418  -2.366398  -4.194163  0.578
C  6.276336  -0.949366  -3.198905  -0.660
C  6.141409  -1.121253  -1.705894  -0.577
Br  4.355726  -0.562824  -1.013470  0.758
H  5.857391  -0.008214  -3.548096  0.039
H  7.319809  -1.014843  -3.502630  0.055
H  6.829104  -0.458470  -1.185961  0.058
H  6.312059  -2.147559  -1.385744  0.048
Br  1.345662  -2.683066  -6.796381  0.603
C  1.320849  -0.743034  -6.975601  -0.718
C  2.565589  -0.118270  -6.410714  -0.670
Br  2.529773  -0.073274  -4.467184  0.584
H  0.413339  -0.394891  -6.491931  0.055
H  1.247015  -0.564132  -8.047902  -0.059
H  2.642877  0.921191  -6.718599  0.014
H  3.472016  -0.646445  -6.693022  0.050
Br  -2.962908  -4.713857  7.487636  0.643
C  -2.562213  -6.610872  7.655816  -0.676
C  -2.002304  -7.173143  6.375121  -0.687
Br  -3.401072  -7.452655  5.049211  0.633
H  -3.476946  -7.102105  7.971175  0.050
H  -1.825943  -6.673514  8.454157  0.059
H  -1.572269  -8.157420  6.547801  0.060
H  -1.258055  -6.527184  5.912089  -0.028
Br  3.388405  -3.213885  -1.969806  0.548
C  3.072179  -4.956926  -2.777039  -0.668
C  3.233278  -6.071282  -1.777141  -0.694
Br  5.111153  -6.429119  -1.403326  0.596
H  3.755062  -5.041597  -3.619452  0.039
H  2.048245  -4.921941  -3.145225  0.060
H  2.839244  -7.004696  -2.174065  0.055
H  2.758486  -5.855527  -0.825530  0.048
Br  -0.192226  -0.737653  -10.066590  0.688
C  -1.211821  -2.394062  -10.096850  -0.672
C  -2.685634  -2.136147  -9.940480  -0.697
Br  -3.143893  -1.721227  -8.095939  0.608
H  -0.805696  -3.026682  -9.313068  0.033
H  -1.002278  -2.841107  -11.066350  0.059
H  -3.255606  -3.030190  -10.183786  0.058
H  -3.036735  -1.307684  -10.547068  0.049
Br  4.195492  3.536699  -3.489765  0.614
C  5.196330  4.940981  -2.577056  -0.678
C  5.061486  4.819971  -1.083063  -0.665
Br  3.322240  5.447365  -0.485540  0.705
H  4.832066  5.889100  -2.959138  0.049
H  6.231542  4.803234  -2.883018  0.059
H  5.787093  5.451922  -0.575595  0.059
H  5.165326  3.797238  -0.731096  0.051
Br  2.107104  3.834720  -7.711884  0.621
C  3.162742  5.342517  -7.081577  -0.693
C  4.349869  5.598308  -7.971742  -0.696
Br  5.772698  4.307256  -7.662716  0.598
H  3.441540  5.124825  -6.054591  0.006
H  2.483200  6.192042  -7.100103  0.059
H  4.791360  6.566728  -7.746404  0.056
H  4.105099  5.551115  -9.027875  0.049

Atoms 1-6, force components in eV/Å:
C -0.4633 0.7981 0.4121
C -0.0943 -0.5388 -0.8646
C -0.5498 0.7200 0.6289
C 1.0424 0.1176 0.1571
O 0.0015 -0.1724 0.4580
C -0.0738 0.6564 0.2431

For the largest force on an atom, the calculation gives 0.09795 hartree/bohr. The calculation puts the HOMO energy at -8.0798 eV. Its net charge is 0. As for the HOMO-LUMO gap: 7.16 eV.